# C42H111Br6N9O9

A cluster of 12 separate species, C42H111Br6N9O9 in total at a distorted geometry (ωB97M-V/def2-TZVPD, the Open Molecules 2025 dataset).

Bonds (Å) are listed after each position.
Positions of all 177 atoms, in Å:
1 C 20.66 16.46 17.40  O2 1.400, H7 1.134, H8 1.076, H9 1.066
2 O 20.45 15.10 17.17  C1 1.400, C3 1.381
3 C 19.94 14.84 15.91  O2 1.381, C4 1.469, H10 1.121, H11 1.143
4 C 19.68 13.41 15.74  C3 1.469, C5 1.572, N6 1.530, H12 1.085
5 C 20.91 12.49 16.05  C4 1.572, H13 1.104, H14 1.084, H15 1.079
6 N 19.33 13.03 14.29  C4 1.530, H16 1.033, H17 0.983
7 H 19.75 17.09 17.14  C1 1.134
8 H 21.48 16.92 16.87  C1 1.076
9 H 20.80 16.62 18.45  C1 1.066
10 H 19.00 15.42 15.78  C3 1.121
11 H 20.59 15.26 15.07  C3 1.143
12 H 18.86 13.18 16.41  C4 1.085
13 H 21.26 12.70 17.08  C5 1.104
14 H 21.68 12.68 15.31  C5 1.084
15 H 20.65 11.44 15.98  C5 1.079
16 H 20.21 13.17 13.77  N6 1.033
17 H 18.65 13.68 14.00  N6 0.983
18 C 14.11 17.99 18.84  O19 1.390, H24 1.113, H25 1.140, H26 1.123
19 O 15.41 17.77 19.28  C18 1.390, C20 1.453
20 C 16.42 18.66 18.74  O19 1.453, C21 1.586, H27 1.104, H28 1.106
21 C 17.80 18.18 19.37  C20 1.586, C22 1.519, N23 1.480, H29 1.105
22 C 17.61 18.01 20.86  C21 1.519, H30 1.053, H31 1.062, H32 1.113
23 N 18.80 19.19 18.95  C21 1.480, H33 1.043, H34 1.057
24 H 13.95 18.99 18.38  C18 1.113
25 H 13.37 17.84 19.70  C18 1.140
26 H 13.81 17.18 18.12  C18 1.123
27 H 16.49 18.74 17.64  C20 1.104
28 H 16.05 19.62 19.14  C20 1.106
29 H 17.99 17.19 18.93  C21 1.105
30 H 18.56 17.74 21.23  C22 1.053
31 H 16.90 17.26 21.11  C22 1.062
32 H 17.46 19.04 21.26  C22 1.113
33 H 19.77 18.80 19.02  N23 1.043
34 H 18.74 20.08 19.50  N23 1.057
35 C 15.23 7.40 15.69  O36 1.391, H41 1.094, H42 1.107, H43 1.077
36 O 14.39 8.43 15.27  C35 1.391, C37 1.415
37 C 13.04 8.05 15.18  O36 1.415, C38 1.504, H44 1.077, H45 1.083
38 C 12.32 9.00 14.27  C37 1.504, C39 1.517, N40 1.424, H46 1.066
39 C 10.86 8.60 14.33  C38 1.517, H47 1.118, H48 1.113, H49 1.039
40 N 12.72 8.88 12.91  C38 1.424, H50 1.014, H51 1.029
41 H 16.22 7.87 15.77  C35 1.094
42 H 15.25 6.48 15.07  C35 1.107
43 H 14.95 7.04 16.66  C35 1.077
44 H 12.93 7.07 14.74  C37 1.077
45 H 12.52 8.08 16.13  C37 1.083
46 H 12.48 9.93 14.77  C38 1.066
47 H 10.84 7.51 14.07  C39 1.118
48 H 10.27 9.21 13.61  C39 1.113
49 H 10.43 8.70 15.28  C39 1.039
50 H 12.38 9.69 12.40  N40 1.014
51 H 13.74 8.99 12.83  N40 1.029
52 C 19.66 12.78 19.38  O53 1.381, H58 1.112, H59 1.083, H60 1.091
53 O 19.84 11.58 18.72  C52 1.381, C54 1.397
54 C 19.43 10.45 19.44  O53 1.397, C55 1.549, H61 1.090, H62 1.069
55 C 19.75 9.21 18.58  C54 1.549, C56 1.533, N57 1.497, H63 1.067
56 C 19.45 7.99 19.45  C55 1.533, H64 1.068, H65 1.088, H66 1.055
57 N 21.15 9.22 18.03  C55 1.497, H67 1.031, H68 1.024
58 H 20.01 13.70 18.87  C52 1.112
59 H 20.20 12.73 20.32  C52 1.083
60 H 18.60 12.87 19.62  C52 1.091
61 H 19.97 10.36 20.38  C54 1.090
62 H 18.39 10.43 19.71  C54 1.069
63 H 19.00 9.06 17.83  C55 1.067
64 H 19.94 8.03 20.40  C56 1.068
65 H 19.74 7.09 18.91  C56 1.088
66 H 18.41 7.93 19.60  C56 1.055
67 H 21.16 9.94 17.30  N57 1.031
68 H 21.29 8.32 17.56  N57 1.024
69 C 14.05 15.50 23.90  O70 1.372, H75 1.055, H76 1.075, H77 1.095
70 O 12.72 15.56 24.22  C69 1.372, C71 1.441
71 C 12.48 16.29 25.44  O70 1.441, C72 1.519, H78 1.160, H79 1.102
72 C 13.04 17.70 25.31  C71 1.519, C73 1.513, N74 1.511, H80 1.120
73 C 12.69 18.49 26.55  C72 1.513, H81 1.103, H82 1.094, H83 1.078
74 N 12.27 18.28 24.15  C72 1.511, H84 1.026, H85 1.039
75 H 14.62 15.25 24.75  C69 1.055
76 H 14.41 16.43 23.52  C69 1.075
77 H 14.12 14.72 23.13  C69 1.095
78 H 11.32 16.36 25.41  C71 1.160
79 H 12.92 15.71 26.27  C71 1.102
80 H 14.13 17.76 25.08  C72 1.120
81 H 13.13 19.50 26.49  C73 1.103
82 H 13.06 18.00 27.46  C73 1.094
83 H 11.63 18.65 26.48  C73 1.078
84 H 12.14 17.64 23.36  N74 1.026
85 H 12.75 19.10 23.74  N74 1.039
86 C 15.12 16.70 13.94  O87 1.387, H92 1.118, H93 1.127, H94 1.078
87 O 16.03 16.56 12.90  C86 1.387, C88 1.409
88 C 15.98 15.28 12.32  O87 1.409, C89 1.483, H95 1.082, H96 1.089
89 C 16.99 14.98 11.28  C88 1.483, C90 1.527, N91 1.481, H97 1.137
90 C 16.90 13.49 10.96  C89 1.527, H98 1.128, H99 1.096, H100 1.136
91 N 18.32 15.35 11.80  C89 1.481, H101 1.003, H102 1.023
92 H 14.07 16.79 13.57  C86 1.118
93 H 15.37 17.59 14.59  C86 1.127
94 H 15.25 15.78 14.48  C86 1.078
95 H 16.13 14.48 13.04  C88 1.082
96 H 14.97 15.01 12.01  C88 1.089
97 H 16.78 15.58 10.33  C89 1.137
98 H 17.77 13.32 10.26  C90 1.128
99 H 15.99 13.32 10.37  C90 1.096
100 H 16.88 12.80 11.86  C90 1.136
101 H 18.39 16.35 11.71  N91 1.003
102 H 19.02 15.05 11.11  N91 1.023
103 C 13.30 12.76 11.98  O104 1.443, H109 1.171, H110 1.119, H111 1.062
104 O 11.97 12.22 12.07  C103 1.443, C105 1.440
105 C 10.97 13.25 12.20  O104 1.440, C106 1.528, H112 1.106, H113 1.096
106 C 9.59 12.66 12.46  C105 1.528, C107 1.503, N108 1.478, H114 1.098
107 C 9.07 11.74 11.39  C106 1.503, H115 1.103, H116 1.099, H117 1.046
108 N 8.55 13.68 12.73  C106 1.478, H118 1.017, H119 1.054
109 H 13.43 13.62 12.78  C103 1.171
110 H 13.57 13.08 10.95  C103 1.119
111 H 13.92 11.96 12.30  C103 1.062
112 H 11.23 13.89 13.06  C105 1.106
113 H 10.96 13.83 11.27  C105 1.096
114 H 9.73 12.11 13.40  C106 1.098
115 H 9.76 10.91 11.20  C107 1.103
116 H 9.05 12.43 10.53  C107 1.099
117 H 8.11 11.35 11.56  C107 1.046
118 H 8.62 14.46 12.09  N108 1.017
119 H 8.63 13.98 13.74  N108 1.054
120 C 14.05 14.38 19.75  O121 1.448, H126 1.098, H127 1.060, H128 1.114
121 O 13.10 13.61 20.53  C120 1.448, C122 1.521
122 C 11.99 14.44 21.14  O121 1.521, C123 1.505, H129 1.111, H130 1.063
123 C 10.85 13.52 21.49  C122 1.505, C124 1.570, N125 1.459, H131 1.088
124 C 9.60 14.34 21.97  C123 1.570, H132 1.091, H133 1.135, H134 1.082
125 N 11.19 12.48 22.45  C123 1.459, H135 1.006, H136 1.040
126 H 13.54 14.97 18.98  C120 1.098
127 H 14.75 13.76 19.25  C120 1.060
128 H 14.66 14.93 20.51  C120 1.114
129 H 12.24 14.99 22.07  C122 1.111
130 H 11.72 15.09 20.35  C122 1.063
131 H 10.45 13.04 20.60  C123 1.088
132 H 8.73 13.67 21.93  C124 1.091
133 H 9.47 15.19 21.24  C124 1.135
134 H 9.78 14.87 22.90  C124 1.082
135 H 12.18 12.35 22.38  N125 1.006
136 H 10.98 12.93 23.37  N125 1.040
137 C 16.98 14.83 18.28  O138 1.406, H143 1.053, H144 1.126, H145 1.090
138 O 16.36 13.61 17.96  C137 1.406, C139 1.391
139 C 16.00 13.37 16.64  O138 1.391, C140 1.511, H146 1.105, H147 1.078
140 C 16.09 11.87 16.44  C139 1.511, C141 1.564, N142 1.439, H148 1.121
141 C 15.78 11.66 14.92  C140 1.564, H149 1.102, H150 1.083, H151 1.109
142 N 15.09 11.21 17.24  C140 1.439, H152 1.001, H153 1.006
143 H 16.52 15.65 17.81  C137 1.053
144 H 18.05 14.89 17.94  C137 1.126
145 H 17.00 14.98 19.36  C137 1.090
146 H 14.94 13.64 16.50  C139 1.105
147 H 16.65 13.91 15.98  C139 1.078
148 H 17.16 11.58 16.59  C140 1.121
149 H 15.51 10.61 14.73  C141 1.102
150 H 16.55 11.98 14.23  C141 1.083
151 H 14.93 12.30 14.59  C141 1.109
152 H 15.24 11.19 18.23  N142 1.001
153 H 14.91 10.30 16.87  N142 1.006
154 Br 20.31 8.66 13.35  C155 1.907
155 C 18.80 9.47 12.52  Br154 1.907, C156 1.537, H158 1.097, H159 1.115
156 C 17.50 8.79 12.96  C155 1.537, Br157 1.951, H160 1.066, H161 1.105
157 Br 17.50 6.89 12.49  C156 1.951
158 H 19.01 9.25 11.46  C155 1.097
159 H 18.88 10.57 12.68  C155 1.115
160 H 16.66 9.23 12.47  C156 1.066
161 H 17.43 8.79 14.07  C156 1.105
162 Br 11.65 14.28 15.96  C163 1.901
163 C 12.09 12.55 16.60  Br162 1.901, C164 1.497, H166 1.096, H167 1.039
164 C 11.40 12.13 17.86  C163 1.497, Br165 1.896, H168 1.090, H169 1.070
165 Br 9.56 11.72 17.64  C164 1.896
166 H 13.18 12.55 16.76  C163 1.096
167 H 11.79 11.82 15.93  C163 1.039
168 H 11.46 12.84 18.69  C164 1.090
169 H 11.84 11.17 18.04  C164 1.070
170 Br 15.01 8.14 20.02  C171 1.947
171 C 14.58 9.43 21.42  Br170 1.947, C172 1.494, H174 1.076, H175 1.111
172 C 15.67 10.44 21.61  C171 1.494, Br173 1.956, H176 1.126, H177 1.047
173 Br 16.98 9.92 22.97  C172 1.956
174 H 14.36 8.92 22.34  C171 1.076
175 H 13.63 9.85 21.02  C171 1.111
176 H 15.17 11.38 21.97  C172 1.126
177 H 16.24 10.66 20.77  C172 1.047

Its orbital gap is 9.49 eV. The calculation puts the LUMO energy at 0.31 eV. Its highest occupied orbital energy is -9.18 eV. Its SMILES is COC[C@H](C)N.COC[C@H](C)N.COC[C@H](C)N.COC[C@H](C)N.COC[C@H](C)N.COC[C@H](C)N.COC[C@H](C)N.COC[C@H](C)N.COC[C@H](C)N.BrCCBr.BrCCBr.BrCCBr. As for the charge: 0. As for the total energy: -497440.8257 eV.